Entry from OMol25: a molecular structure, C13H30N4O5P (the ωB97M-V functional and the def2-TZVPD basis).

Values from the calculation:
- Orbital gap: 7.35 eV
- Total energy: -39445.8313 eV
- Relative energy (zero: lowest compared OMol25 entry of this formula, charge and spin): 108.6 kcal per mole

```
! RIJCOSX wB97M-V def2-TZVPD def2/J DEFGRID3
* xyz 1 1
P -1.79 1.02 1.80
O -4.55 -0.95 2.64
O 2.28 -4.90 0.20
O -1.39 0.83 4.85
O 2.07 1.33 -3.49
O -0.35 4.19 1.70
N -0.49 1.90 2.36
N -2.70 0.36 3.03
N 2.96 -2.13 0.56
N 0.55 0.85 -1.13
C -0.47 3.08 1.95
C -4.14 0.17 2.64
C 2.06 2.30 -2.47
C 3.32 -2.82 -0.69
C 1.15 -5.18 -0.60
C -5.02 1.34 2.24
C 1.35 1.66 -4.67
C -2.48 0.97 4.37
C 2.36 -2.38 -1.78
C 3.38 -4.35 -0.50
C -0.43 2.82 -2.18
C -3.59 1.68 5.09
C 0.83 2.23 -1.56
H 0.51 0.28 -1.97
H -1.27 -0.03 1.03
H -4.21 0.93 5.59
H 2.11 -2.56 0.91
H -2.56 1.79 0.92
H 1.80 1.11 -5.50
H 1.43 -5.51 -1.60
H 1.31 -2.46 -1.46
H 0.48 -4.32 -0.67
H 2.19 3.30 -2.89
H 4.26 -4.57 0.12
H 3.53 -4.86 -1.46
H -3.13 2.28 5.87
H -4.48 2.28 2.37
H 0.30 1.36 -4.59
H 2.54 -1.33 -2.02
H 4.32 -2.50 -0.98
H -4.20 2.33 4.48
H -1.20 2.97 -1.42
H -5.31 1.26 1.19
H 1.06 2.82 -0.67
H 0.60 -5.99 -0.11
H -5.87 1.37 2.91
H 3.65 -2.33 1.27
H -0.23 3.79 -2.64
H 1.41 2.73 -4.89
H -0.86 2.17 -2.94
H 2.94 2.09 -1.86
H 1.37 0.50 -0.63
H 2.48 -2.96 -2.69
*
```

=====

Entry from OMol25: a molecular structure, CHI2NO (the ωB97M-V functional and the def2-TZVPD basis).

Values from the calculation:
- Orbital gap: 8.70 eV
- Total energy: -20789.8446 eV
- Relative energy (zero: lowest compared OMol25 entry of this formula, charge and spin): 19.0 kcal per mole

```
! RIJCOSX wB97M-V def2-TZVPD def2/J DEFGRID3
* xyz 0 1
I -1.10 2.86 -0.04
I 3.52 0.73 -0.05
O 1.83 -0.15 -0.01
N 0.66 1.85 -0.20
C 0.72 0.59 -0.07
H -0.17 -0.19 -0.01
*
```

=====

Entry from OMol25: 3 unconnected molecules or ions with the total composition C55H42ClI2N3O5S (the ωB97M-V functional and the def2-TZVPD basis).

Values from the calculation:
- SMILES: CC[C@@H](I)c1c(N)c(N=C=O)c2c(c1CCCI)Nc1cc(Cc3ccc(C)cc3)cc(Cl)c1S2.O=C1c2ccccc2C(=O)c2ccccc21.O=C1c2ccccc2C(=O)c2ccccc21
- Orbital gap: 7.15 eV
- Total energy: -111954.0696 eV

```
! RIJCOSX wB97M-V def2-TZVPD def2/J DEFGRID3
* xyz 0 1
I 1.10 -3.10 -0.12
I -6.61 -2.36 1.76
Cl -0.24 6.81 4.13
S -2.45 4.54 2.33
O 11.52 5.64 -3.43
O 6.60 5.01 -1.46
O -6.71 4.38 1.74
O -7.90 -7.83 -0.46
O -9.85 -5.78 -4.99
N -0.90 1.99 0.87
N -5.28 3.38 3.82
N -6.18 0.36 3.96
C -8.49 -5.10 -0.47
C -8.77 -3.73 -0.56
C -8.65 -8.24 -2.65
C 7.74 5.16 -1.89
C 4.79 2.04 1.55
C 8.18 6.47 -2.40
C -1.56 -1.04 0.87
C 4.68 2.15 -0.12
C 10.47 1.88 -1.90
C -0.56 4.29 2.45
C 5.98 -0.56 1.12
C 5.44 0.62 2.14
C -0.01 2.93 1.66
C 6.38 -1.65 -1.57
C -3.08 2.74 2.39
C 2.06 4.89 3.26
C -9.43 -6.25 -3.94
C 5.21 0.94 -1.13
C 10.86 3.11 -2.44
C -2.61 -0.01 1.65
C 7.29 7.56 -2.38
C 2.65 3.52 2.51
C 0.46 5.29 3.27
C -9.18 -7.70 -3.82
C -4.45 2.27 3.15
C -9.45 -4.01 -2.86
C 8.70 4.04 -1.88
C -6.16 3.75 2.79
C 9.47 6.64 -2.90
C 7.71 8.81 -2.83
C 1.61 2.54 1.71
C 4.30 3.23 2.58
C -2.15 1.60 1.62
C -9.23 -9.92 -4.81
C 5.88 -0.47 -0.52
C 0.38 -2.61 1.93
C -3.56 -1.88 4.99
C -4.17 -2.89 3.84
C 9.89 7.90 -3.35
C -8.68 -10.45 -3.64
C 9.00 8.99 -3.31
C 10.40 5.50 -2.96
C -9.18 -5.39 -2.77
C -8.38 -7.37 -1.49
C 9.20 1.73 -1.34
C -8.69 -5.93 -1.58
C 8.31 2.81 -1.34
C -0.20 -1.07 1.84
C -9.48 -8.55 -4.90
C -4.01 -0.53 2.40
C -4.89 0.67 3.17
C -9.24 -3.19 -1.75
C -8.38 -9.61 -2.57
C 9.97 4.19 -2.42
C -4.48 -2.13 2.39
H -3.87 -2.76 1.58
H -7.95 -10.03 -1.66
H -3.33 -3.71 3.65
H 5.48 0.55 3.32
H -8.47 -11.51 -3.57
H -8.12 -5.51 0.46
H 7.55 -1.83 -1.53
H -9.82 -3.58 -3.79
H 11.85 3.22 -2.87
H -4.34 -1.11 5.40
H 2.01 1.56 1.18
H -2.54 -1.36 4.63
H -1.19 -0.61 -0.16
H -1.11 2.36 -0.09
H 0.59 -0.26 1.54
H 6.44 -1.52 1.60
H 6.03 -1.42 -2.68
H -1.93 -2.15 0.82
H 1.26 -2.76 2.70
H -9.46 -2.13 -1.82
H 5.88 -2.71 -1.31
H 11.16 1.04 -1.92
H -0.58 -0.78 2.93
H -0.54 -3.30 2.21
H -9.47 -10.57 -5.64
H -8.62 -3.09 0.31
H 4.66 2.95 3.66
H -6.95 1.00 3.60
H 4.19 3.14 -0.56
H 7.32 2.68 -0.90
H 10.90 8.05 -3.72
H 6.28 7.43 -2.00
H -9.91 -8.14 -5.81
H -6.03 0.59 4.99
H 2.85 5.56 3.83
H 9.33 9.96 -3.66
H -3.23 -2.56 5.91
H -5.11 -3.51 4.21
H 5.06 1.11 -2.28
H 7.02 9.65 -2.81
H 4.80 4.26 2.24
H 8.91 0.78 -0.91
*
```

=====

Entry from OMol25: a single C14H19N5O3S2 molecule (the ωB97M-V functional and the def2-TZVPD basis).

Values from the calculation:
- SMILES: CCOC(=O)c1c(NC(=O)CSc2n[nH]c(N)n2)sc(CC)c1C
- Orbital gap: 8.11 eV
- Total energy: -50091.3894 eV
- Relative energy (zero: lowest compared OMol25 entry of this formula, charge and spin): 0.0 kcal per mole

```
! RIJCOSX wB97M-V def2-TZVPD def2/J DEFGRID3
* xyz 0 1
S 1.06 -0.66 -2.87
S 1.34 3.78 0.43
O -1.19 0.91 0.69
O 2.64 1.28 -2.37
O -2.87 -0.48 0.14
N 0.85 1.25 -1.00
N 0.87 2.82 2.92
N 2.44 1.71 1.76
N 2.29 1.16 2.99
N 0.88 1.49 4.90
C 1.34 1.84 3.67
C -1.98 1.42 1.76
C 0.29 0.12 -1.54
C -0.88 -0.50 -1.17
C -0.22 -1.85 -2.94
C 1.57 2.70 1.77
C -2.38 -2.49 -1.80
C 2.50 3.03 -0.75
C -1.17 -1.64 -1.99
C 0.55 -4.19 -3.36
C -0.12 -2.94 -3.95
C -1.76 -0.06 -0.08
C 2.01 1.78 -1.45
C -2.02 0.45 2.94
H 0.34 1.68 -0.23
H 0.48 -2.59 -4.80
H -0.03 -4.56 -2.52
H -2.38 -2.92 -0.80
H 1.53 1.02 5.51
H 3.41 2.79 -0.21
H -2.41 -3.30 -2.52
H -2.51 -0.47 2.65
H 2.82 0.34 3.24
H 0.32 2.20 5.34
H -1.50 2.35 2.04
H 2.71 3.79 -1.50
H -3.00 1.60 1.40
H 0.62 -4.97 -4.11
H -1.01 0.24 3.28
H -2.58 0.91 3.76
H -3.28 -1.89 -1.90
H 1.55 -3.94 -3.01
H -1.11 -3.20 -4.32
*
```

=====

Entry from OMol25: a single CH3NO2S molecule (the ωB97M-V functional and the def2-TZVPD basis).

Values from the calculation:
- SMILES: O=NCSO
- Orbital gap: 9.01 eV
- Total energy: -17502.3151 eV
- Relative energy (zero: lowest compared OMol25 entry of this formula, charge and spin): 72.8 kcal per mole

```
! RIJCOSX wB97M-V def2-TZVPD def2/J DEFGRID3
* xyz 0 1
S 1.13 -0.05 0.83
O -1.54 1.09 0.67
O 1.82 0.74 -0.50
N -1.49 0.12 -0.04
C -0.38 -0.73 0.03
H 1.34 1.53 -0.69
H -0.26 -1.06 -0.92
H -0.61 -1.64 0.61
*
```

=====

Entry from OMol25: a single C2H3F3Si molecule (the ωB97M-V functional and the def2-TZVPD basis).

Values from the calculation:
- SMILES: F[SiH2]C=C(F)F
- Orbital gap: 10.06 eV
- Total energy: -18151.5552 eV
- Relative energy (zero: lowest compared OMol25 entry of this formula, charge and spin): 134.9 kcal per mole

```
! RIJCOSX wB97M-V def2-TZVPD def2/J DEFGRID3
* xyz 0 1
Si 0.22 -0.65 1.21
F -1.52 0.96 -0.63
F 0.89 -1.36 2.58
F -0.35 1.49 -2.46
C 0.61 -0.08 -0.85
C -0.37 0.69 -1.30
H -0.29 0.81 1.58
H -0.80 -1.65 1.17
H 1.61 -0.21 -1.29
*
```